(1)
Entry from OMol25: a structure of composition C4H18BO17 in a non-equilibrium geometry (ωB97M-V with the def2-TZVPD basis set).

Each line ends with the natural charge from an NBO analysis.
Positions of all 40 atoms, in Å:
O1 3.7848 1.7475 -3.8864  -0.932
O2 -0.4572 -2.7905 3.1566  -0.586
O3 -2.7312 -2.5565 1.5076  -0.548
O4 0.3908 -1.2785 1.7836  -0.581
O5 0.9748 -2.5305 -3.1344  -0.940
O6 -0.3112 0.7295 0.7036  -0.597
O7 -1.3922 -1.3565 0.2386  -0.636
O8 0.2818 2.6215 -0.2834  -0.626
O9 1.8748 0.7425 -1.8854  -0.627
O10 2.7648 4.4655 -1.2044  -0.954
O11 0.8528 -0.7525 -0.5844  -0.595
O12 1.5288 0.0985 4.2366  -0.921
O13 2.2418 -3.0945 3.5376  -0.989
O14 -4.5752 -4.5245 1.0997  -0.956
O15 -1.2052 4.4225 1.2116  -0.983
O16 0.4278 1.7995 -4.3394  -0.919
O17 -3.9632 0.1445 -0.4824  -0.947
C1 0.3298 1.3665 -0.1344  0.687
C2 1.1018 0.3865 -0.9534  0.692
C3 -0.5882 -2.0275 2.1776  0.657
C4 -1.7042 -1.9775 1.3147  0.680
B1 -0.1272 -0.6635 0.4736  1.147
H1 -0.4842 4.1555 0.5606  0.510
H2 2.3038 -3.9435 3.8996  0.455
H3 0.7648 0.2305 4.7056  0.449
H4 -1.4362 5.3855 1.1516  0.463
H5 2.9908 1.6195 -3.3974  0.484
H6 -3.9612 1.0725 -0.5674  0.464
H7 0.8788 0.9045 -4.0254  0.465
H8 1.5818 -0.8215 4.3576  0.472
H9 -5.2852 -4.1805 0.5696  0.463
H10 -4.0832 -3.8545 1.4666  0.488
H11 -0.0182 -2.2625 -3.2354  0.460
H12 2.4288 3.9625 -0.4613  0.480
H13 -0.2542 1.6425 -3.7494  0.453
H14 1.2648 -1.6855 -2.6334  0.477
H15 2.1458 4.4115 -1.9174  0.475
H16 3.5828 1.4365 -4.6954  0.447
H17 1.2328 -2.9625 3.3566  0.491
H18 -3.1522 -0.0835 0.0596  0.479

Computed properties:
Calculated total energy = -39930.3703 eV
Energy above the lowest of the compared OMol25 structures with the same formula, charge and spin = 329.7 kJ/mol
Net charge = -1
Gap between HOMO and LUMO = 10.538 eV

(2)
Entry from OMol25: a cluster of 9 separate species, C46H118N8O16 in total in a non-equilibrium geometry (ωB97M-V with the def2-TZVPD basis set).

Each line ends with the Mulliken charge.
Positions of all 188 atoms, in Å:
O1 3.7153 0.9370 -0.5668  -0.299
O2 1.4181 -3.8784 -3.3606  -0.374
O3 3.7231 -1.3897 1.9877  -0.555
O4 -6.4099 0.0395 2.0981  -0.310
O5 0.4811 1.8218 -4.2686  0.482
O6 1.6720 4.7879 -0.7953  0.279
O7 -2.2301 -6.5872 1.8273  -0.268
O8 -3.2797 -5.2307 -3.2086  -0.393
O9 -0.2547 -2.2620 4.0127  -0.155
O10 -4.5030 5.4344 -2.8615  -0.426
O11 6.4920 -1.3626 3.2904  -0.051
O12 3.6423 3.9635 3.0149  -0.440
O13 0.3464 0.5841 4.4987  -0.430
O14 -4.5382 1.5179 -6.1880  -0.332
O15 -2.8604 4.1006 3.5373  -0.461
O16 -0.8991 0.6213 -0.4815  1.030
N1 -0.2233 -6.0559 -3.1070  -0.391
N2 -1.1321 -0.9410 1.8376  0.813
N3 -3.6967 0.6981 1.9526  -0.220
N4 1.7286 4.2974 -3.6179  -0.184
N5 -3.3855 3.8026 -5.0427  -0.286
N6 0.9299 -4.9220 3.1764  -0.787
N7 6.0405 0.7343 1.1855  0.290
N8 3.0885 1.2656 4.0026  -0.395
C1 6.9054 -2.1508 4.4015  -0.963
C2 0.5898 -6.7323 1.5163  -1.930
C3 -5.6888 0.2388 3.3309  -0.828
C4 -0.6734 -1.5920 5.1851  -0.310
C5 2.7544 -1.6221 0.9753  0.006
C6 -1.6343 -0.6314 -0.5687  -1.851
C7 -2.6523 3.1153 -6.0230  -0.124
C8 4.7825 1.8505 -0.5443  -0.266
C9 1.0060 2.7657 -5.2159  -0.799
C10 1.9125 -5.1984 -3.3937  -0.907
C11 -2.6124 -4.3925 -4.1691  -0.368
C12 1.7187 -3.0113 -2.2776  -0.083
C13 2.4862 3.1911 2.6957  -0.114
C14 -2.7258 -6.5041 -2.7856  -0.820
C15 3.3488 5.3275 3.1258  -0.586
C16 1.1152 0.6151 -4.1911  -0.758
C17 -2.0305 -2.9272 0.6512  -1.792
C18 -1.2838 -6.4449 -2.1545  0.153
C19 2.7421 1.6814 2.5809  2.021
C20 2.3659 1.4439 -0.7765  1.231
C21 -1.6417 4.8063 3.2147  -0.528
C22 6.1082 1.1795 -0.2031  -1.187
C23 -1.2158 -1.6371 0.5733  1.615
C24 2.2453 3.5556 -4.7419  -0.575
C25 7.4220 -0.3237 3.0495  -0.610
C26 -5.3871 5.5902 -1.7457  -0.716
C27 -4.2135 -0.0948 3.1310  -0.242
C28 -3.5336 -6.8501 2.2986  -0.839
C29 -3.5804 2.2706 -6.9314  -0.879
C30 -7.7799 -0.0884 2.4105  -0.831
C31 0.2965 -0.4644 5.4930  -0.449
C32 -3.5367 4.4374 -2.7246  -0.968
C33 -0.0192 -5.4669 2.1385  1.933
C34 -1.2146 1.5740 -1.4394  -1.706
C35 3.8516 0.0458 4.0051  -1.316
C36 -1.3852 -5.8822 2.7574  -0.986
C37 1.0881 -6.1385 -2.5233  0.032
C38 7.3126 0.2542 1.7053  -0.873
C39 -5.4219 0.8400 -7.0769  -0.778
C40 2.2424 5.7462 -1.7124  -0.943
C41 3.1692 -1.2165 3.2524  0.361
C42 -3.6649 2.1460 2.2343  -0.611
C43 -2.8306 2.6513 3.4458  -0.140
C44 2.8195 5.0072 -2.9207  -0.448
C45 0.6020 5.1832 0.0047  -1.163
C46 -2.5918 4.3344 -3.9920  0.730
H1 -1.9669 3.7963 -6.5277  0.351
H2 -5.9994 0.1135 -6.5053  0.237
H3 7.7574 -2.8120 4.2435  0.320
H4 8.0640 1.0422 1.6553  0.379
H5 1.3020 2.2419 -6.1248  0.543
H6 1.4392 -3.4709 -1.3296  0.066
H7 -1.2190 1.1272 -2.4336  0.335
H8 -1.0536 -7.4765 -1.8883  0.379
H9 4.6983 2.3891 -1.4881  0.281
H10 -3.9624 -7.4469 1.4935  0.251
H11 -2.7069 -7.2915 -3.5392  0.408
H12 1.2938 -0.8883 5.3754  0.087
H13 1.1324 0.2613 -5.2219  0.422
H14 -1.2746 -6.5546 3.6083  0.636
H15 2.9532 -5.2290 -3.0710  0.418
H16 2.1067 -1.0127 3.1192  -0.642
H17 2.2868 -2.6067 0.9846  0.297
H18 -0.3410 -5.0611 -3.2353  0.256
H19 -4.8762 0.3110 -7.8583  0.310
H20 2.0784 3.4987 1.7328  -0.493
H21 -4.3920 0.5576 1.2336  0.354
H22 -0.1717 -1.8701 0.3641  -0.351
H23 -2.0148 -3.5409 -0.2494  0.280
H24 0.2737 -0.1701 6.5422  0.478
H25 -0.4967 -1.7298 3.2513  0.219
H26 -1.8699 -3.7777 -3.6604  -0.024
H27 -3.3179 2.2929 4.3526  0.175
H28 2.8265 5.6179 2.2142  0.091
H29 -2.9820 1.5601 -7.5015  0.423
H30 3.2466 -2.0531 3.9468  0.558
H31 -4.0957 3.1249 -4.8053  0.311
H32 1.6660 3.2807 3.4081  0.606
H33 -3.2336 2.6248 1.3552  0.196
H34 -3.3560 -6.9863 -2.0383  0.381
H35 1.5276 6.4376 -2.1586  0.457
H36 -5.8189 4.6121 -1.5337  0.300
H37 2.8352 5.4601 4.0781  0.310
H38 0.7539 6.0423 0.6581  0.527
H39 4.5333 2.6456 0.1584  0.182
H40 -4.0070 2.9058 -7.7077  0.424
H41 1.8070 1.2130 2.2735  -1.404
H42 1.2599 0.8731 4.4395  0.320
H43 3.2398 -1.6252 -0.0006  0.084
H44 -5.8954 1.2524 3.6745  0.390
H45 1.7130 0.5719 -0.7406  -0.112
H46 -8.2292 0.7203 2.9869  0.297
H47 -2.0224 -0.4665 1.8855  -0.272
H48 2.9811 6.3637 -1.2014  0.407
H49 -1.6515 -1.1193 5.0956  -0.092
H50 -0.0323 -7.2978 0.8226  0.265
H51 1.8392 -4.6539 2.8281  0.245
H52 7.0053 -1.5292 5.2913  0.378
H53 -0.3011 5.4131 -0.5606  0.516
H54 -4.9024 5.9666 -0.8448  0.281
H55 -3.5719 0.0444 4.0011  0.017
H56 7.0126 1.7827 -0.2830  0.488
H57 4.2691 5.9094 3.1769  0.254
H58 -1.7897 3.6469 -3.7235  -0.523
H59 0.1712 3.4135 -5.4832  0.017
H60 0.5466 -4.1371 3.6834  0.211
H61 1.4379 -7.1577 -2.6880  0.441
H62 0.4596 0.0360 -3.5408  0.005
H63 -8.2758 -0.1806 1.4442  0.263
H64 -7.8583 -1.0831 2.8493  0.344
H65 -0.6444 -2.2897 6.0220  0.536
H66 3.5798 4.2854 -2.6226  0.148
H67 0.2749 4.3956 0.6836  -0.053
H68 -1.8692 -5.0201 3.2164  0.346
H69 1.1041 -2.1327 -2.4741  -0.141
H70 1.3900 3.5417 -3.0397  -0.117
H71 2.7844 -2.7839 -2.3002  0.428
H72 -3.3198 -3.6240 -4.4804  0.272
H73 1.9238 2.1983 -0.1256  -0.629
H74 -6.1938 6.2968 -1.9406  0.270
H75 3.5078 1.4561 1.8386  -0.225
H76 -0.0136 -4.7277 1.3375  -0.541
H77 -0.4751 -0.1748 1.8014  -0.471
H78 -2.8379 4.6353 -1.9118  0.511
H79 -1.9311 5.8547 3.2868  0.387
H80 5.4614 -0.0702 1.3791  -0.337
H81 6.3020 0.3651 -0.9011  0.390
H82 2.0442 -0.7954 0.9593  -0.149
H83 7.6275 -0.4620 0.9463  0.471
H84 -1.7942 -3.5148 1.5383  0.354
H85 -1.3985 -1.1107 -1.5188  0.716
H86 -3.5827 -7.4043 3.2359  0.306
H87 -4.0884 -5.9225 2.4390  0.290
H88 2.1294 0.6101 -3.7916  0.227
H89 -2.7168 -0.5059 -0.5472  0.343
H90 4.0471 -0.2593 5.0331  0.509
H91 -1.2801 -5.7643 -1.3031  -0.172
H92 -4.1260 -1.1619 2.9268  0.224
H93 -6.1264 1.5523 -7.5063  0.320
H94 -2.2590 1.8240 -1.2528  0.467
H95 4.8271 0.2238 3.5525  0.670
H96 3.1809 5.7379 -3.6443  0.428
H97 0.8316 -7.4459 2.3040  0.382
H98 1.8064 -5.6268 -4.3904  0.340
H99 -1.7922 2.3580 3.2917  0.193
H100 -0.7675 4.6230 3.8394  0.303
H101 2.7565 4.1953 -5.4613  0.545
H102 -3.0769 -2.7669 0.9114  0.275
H103 -2.0273 2.3868 -5.5067  -0.002
H104 7.3568 0.4290 3.8352  0.298
H105 -0.7401 2.5542 -1.3941  -0.039
H106 1.0286 -5.8158 -1.4839  -0.215
H107 -3.8687 3.4267 -2.4874  0.415
H108 1.5857 -6.4749 1.1555  0.509
H109 -2.1878 -4.9100 -5.0294  0.337
H110 -5.9899 -0.4128 4.1511  0.548
H111 -1.3387 4.7326 2.1702  0.078
H112 2.3268 1.8956 -1.7678  -0.128
H113 -4.6853 2.4869 2.4095  0.335
H114 -2.2379 5.3467 -4.1870  0.173
H115 6.0713 -2.8441 4.5101  0.242
H116 3.0409 2.9177 -4.3569  0.231
H117 3.6697 2.0013 4.3782  0.405
H118 8.4477 -0.6892 3.0006  0.506

Computed properties:
Calculated total energy = -94283.5862 eV
SMILES string = COC[C@H](C)N.COC[C@H](C)N.COCCNCCOC.COCCNCCOC.COCCNCCOC.COCCNCCOC.COCCNCCOC.COCCNCCOC.OCCO
Net charge = 0
Gap between HOMO and LUMO = 8.860 eV